No. 1
{
  "formula": "C35H47BaCl2N5O2SSi",
  "method": "wB97M-V/def2-TZVPD",
  "molar_mass_g_mol": 838.2,
  "total_energy_ev": -93055.4205,
  "multiplicity": 1,
  "de_lowest_kj_mol": 194.3,
  "homo_lumo_gap_ev": 6.304,
  "species": ["Ba", "C", "C", "N", "C", "C", "S", "C", "C", "N", "H", "H", "H", "H", "H", "H", "H", "H", "H", "H", "H", "H", "H", "H", "Cl", "C", "C", "C", "Cl", "C", "O", "C", "C", "O", "C", "H", "H", "H", "C", "Si", "C", "N", "C", "C", "C", "C", "C", "C", "C", "C", "C", "C", "C", "C", "C", "C", "C", "C", "C", "H", "H", "H", "H", "H", "H", "H", "H", "H", "H", "H", "H", "H", "H", "H", "H", "H", "H", "H", "H", "H", "H", "H", "H", "C", "N", "C", "C", "N", "H", "H", "H", "H", "H", "H"],
  "xyz": [[-0.224, -1.083, -0.445], [0.592, 3.001, 0.637], [1.802, 2.246, 0.078], [1.439, 1.333, -0.997], [1.261, 1.902, -2.325], [-0.040, 2.683, -2.564], [-1.608, 1.945, -1.975], [-2.145, 3.126, -0.694], [-1.842, 2.651, 0.732], [-0.514, 2.087, 0.839], [0.280, 3.774, -0.065], [0.905, 3.521, 1.553], [2.218, 1.639, 0.886], [2.562, 2.975, -0.238], [2.154, 0.618, -1.052], [1.291, 1.074, -3.033], [2.085, 2.587, -2.586], [-0.158, 2.787, -3.643], [0.017, 3.687, -2.146], [-3.223, 3.230, -0.815], [-1.701, 4.098, -0.910], [-2.546, 1.859, 0.998], [-2.017, 3.498, 1.417], [-0.404, 1.562, 1.700], [1.525, -4.778, -7.184], [1.230, -4.077, -5.620], [1.719, -4.727, -4.478], [1.496, -4.184, -3.243], [2.090, -4.972, -1.823], [0.771, -2.963, -3.049], [0.576, -2.474, -1.887], [0.287, -2.349, -4.242], [-0.483, -1.136, -4.162], [-0.800, -0.528, -3.145], [0.527, -2.912, -5.507], [2.266, -5.654, -4.578], [-0.812, -0.739, -5.143], [0.146, -2.418, -6.393], [1.855, -1.849, 1.253], [1.621, -2.448, 2.964], [1.406, -0.992, 4.203], [0.552, 0.093, 3.712], [-0.876, -0.240, 3.767], [-1.718, 0.887, 4.357], [-1.149, 1.246, 5.729], [0.287, 1.785, 5.589], [0.881, 1.417, 4.216], [3.100, -3.407, 3.697], [3.081, -4.769, 3.996], [4.212, -5.424, 4.468], [5.394, -4.726, 4.655], [5.441, -3.370, 4.357], [4.308, -2.728, 3.881], [0.142, -3.629, 3.108], [-0.423, -4.195, 1.964], [-1.474, -5.100, 2.046], [-1.987, -5.456, 3.286], [-1.444, -4.902, 4.438], [-0.389, -4.004, 4.344], [2.267, -2.663, 0.639], [2.618, -1.054, 1.274], [2.408, -0.590, 4.370], [1.060, -1.356, 5.189], [-1.020, -1.127, 4.400], [-1.236, -0.516, 2.768], [-2.756, 0.555, 4.442], [-1.714, 1.766, 3.705], [-1.143, 0.336, 6.335], [-1.787, 1.967, 6.243], [0.917, 1.387, 6.387], [0.294, 2.874, 5.676], [1.968, 1.502, 4.253], [0.545, 2.162, 3.486], [2.162, -5.330, 3.858], [4.171, -6.484, 4.691], [6.277, -5.233, 5.025], [6.363, -2.817, 4.490], [4.367, -1.672, 3.632], [0.002, -3.955, 0.993], [-1.879, -5.543, 1.142], [-2.794, -6.176, 3.359], [-1.832, -5.187, 5.408], [0.045, -3.602, 5.254], [-4.631, -2.893, 2.950], [-4.565, -2.278, 1.627], [-5.578, -2.652, 0.650], [-3.453, -1.706, 1.231], [-2.492, -1.147, 0.903], [-5.599, -2.667, 3.397], [-3.839, -2.494, 3.580], [-4.507, -3.975, 2.887], [-6.564, -2.505, 1.091], [-5.477, -3.699, 0.353], [-5.488, -2.023, -0.232]],
  "atomic_forces_ev_per_a": [[-0.7, 3.0, 2.2], [0.1, -0.2, -0.1], [-0.2, 0.1, 0.1], [0.2, -0.3, -0.1], [-0.1, 0.1, 0.0], [-0.1, -0.2, 0.1], [-0.2, 0.2, 0.1], [0.1, -0.3, -0.1], [0.0, 0.0, -0.1], [-0.1, -0.1, 0.4], [0.0, 0.0, 0.0], [0.0, 0.0, 0.0], [0.1, 0.0, 0.0], [0.0, 0.0, 0.0], [0.2, 0.0, 0.0], [0.0, 0.0, 0.0], [0.0, 0.0, 0.0], [0.1, 0.1, 0.0], [0.0, 0.0, 0.0], [0.0, 0.1, 0.0], [0.0, 0.0, 0.0], [0.0, 0.0, 0.0], [0.0, 0.0, 0.0], [0.1, 0.0, 0.0], [0.0, 0.0, 0.0], [0.0, 0.0, 0.0], [-0.1, 0.1, -0.1], [-0.1, 0.2, 0.2], [0.0, -0.1, 0.0], [0.2, -0.4, -0.7], [1.2, -2.4, -2.3], [0.2, -0.2, 0.4], [-0.2, 0.3, -0.1], [0.1, -0.2, -0.5], [0.0, 0.0, 0.0], [0.0, 0.0, 0.0], [0.0, 0.0, 0.0], [0.0, 0.0, 0.0], [0.1, -0.2, 0.6], [0.4, 0.4, -0.5], [-0.2, -0.1, -0.2], [0.1, 0.1, 0.0], [0.0, 0.0, -0.2], [0.1, -0.1, 0.1], [0.0, 0.0, -0.1], [0.0, -0.1, -0.1], [-0.1, 0.0, 0.1], [-0.2, 0.0, 0.1], [-0.1, 0.1, 0.0], [0.0, -0.1, 0.0], [0.0, 0.0, 0.0], [0.0, 0.0, 0.0], [0.0, 0.0, 0.0], [0.1, 0.1, 0.0], [0.0, 0.0, 0.0], [-0.1, 0.0, -0.1], [0.0, 0.0, 0.0], [0.0, 0.0, 0.0], [0.0, 0.0, 0.0], [0.0, 0.0, 0.0], [0.0, 0.0, 0.0], [0.0, 0.0, -0.1], [0.1, 0.0, 0.0], [0.0, 0.0, 0.0], [0.0, 0.0, 0.1], [0.0, 0.0, 0.0], [-0.1, 0.0, 0.0], [0.0, 0.0, 0.0], [0.0, 0.0, 0.0], [0.0, 0.0, 0.0], [0.1, 0.0, 0.1], [0.0, 0.0, -0.1], [0.0, 0.0, 0.0], [0.0, 0.0, 0.0], [0.0, 0.0, 0.0], [0.0, 0.0, 0.0], [0.0, 0.0, 0.0], [0.0, 0.0, 0.0], [0.0, 0.0, 0.0], [0.0, 0.0, 0.0], [0.0, 0.0, 0.0], [0.0, 0.0, 0.0], [0.0, 0.0, 0.0], [0.0, 0.0, 0.1], [-0.1, 0.0, 0.1], [0.0, -0.1, -0.1], [0.1, 0.2, 0.0], [-1.1, -0.2, 0.3], [0.0, 0.0, 0.0], [0.0, 0.0, 0.0], [0.0, 0.0, 0.0], [0.0, 0.0, 0.0], [0.0, 0.0, 0.0], [0.0, 0.0, 0.0]]
}


No. 2
{
  "formula": "H10O5",
  "method": "wB97M-V/def2-TZVPD",
  "molar_mass_g_mol": 90.1,
  "total_energy_ev": -10399.6188,
  "multiplicity": 1,
  "de_lowest_kj_mol": 118.7,
  "homo_lumo_gap_ev": 10.673,
  "smiles": "O.O.O.O.O",
  "species": ["O", "H", "H", "O", "H", "H", "O", "H", "H", "O", "H", "H", "O", "H", "H"],
  "xyz": [[-5.560, -8.836, 28.884], [-5.047, -9.637, 28.665], [-4.927, -8.162, 28.969], [-1.406, -9.711, 27.482], [-0.986, -9.739, 26.646], [-2.337, -9.903, 27.500], [-4.117, -10.441, 27.114], [-4.345, -11.372, 26.963], [-4.657, -9.953, 26.500], [-3.925, -5.818, 28.449], [-3.221, -6.209, 27.980], [-4.626, -5.823, 27.770], [-7.932, -8.695, 27.845], [-7.886, -9.576, 27.438], [-7.123, -8.725, 28.312]],
  "atomic_forces_ev_per_a": [[-0.4, -1.9, 0.1], [-0.3, 0.5, 0.1], [1.3, 1.7, 0.3], [0.7, 0.6, 2.1], [-0.1, -0.2, -1.3], [-0.4, -0.3, -0.9], [0.0, -0.9, 0.3], [0.2, 0.3, 0.1], [-0.3, 0.4, -0.4], [-1.9, 0.3, 0.1], [1.7, -0.7, -0.7], [0.2, 0.2, 0.6], [-1.7, -0.9, -1.5], [-0.6, 0.4, -0.1], [1.7, 0.5, 1.2]]
}


No. 3
{
  "formula": "C4H5CdFO3",
  "method": "wB97M-V/def2-TZVPD",
  "molar_mass_g_mol": 232.5,
  "total_energy_ev": -17622.3586,
  "total_charge": 2,
  "multiplicity": 1,
  "homo_lumo_gap_ev": 4.443,
  "species": ["C", "C", "C", "O", "C", "O", "O", "F", "H", "H", "H", "H", "H", "Cd"],
  "xyz": [[2.178, -0.527, 0.097], [1.291, 0.585, 0.408], [-0.237, 0.511, 0.052], [-1.000, 0.116, 1.198], [-2.181, -0.478, 0.759], [-2.441, -1.534, 1.116], [-3.026, 0.194, -0.144], [-2.793, -0.455, -1.342], [2.958, -0.375, -0.710], [2.138, -1.539, 0.564], [1.781, 1.479, 0.882], [-0.562, 1.549, -0.214], [-0.364, -0.203, -0.796], [2.256, 0.676, -1.870]],
  "atomic_forces_ev_per_a": [[-0.3, 0.5, 0.3], [0.5, -0.5, -1.4], [-0.1, 0.1, 1.8], [-0.1, 0.7, -1.7], [0.0, 0.7, -0.3], [-0.7, -2.9, 1.2], [0.9, 1.8, 1.3], [0.2, -0.7, -1.1], [2.2, -1.6, 4.3], [-1.1, 0.0, -1.4], [-0.4, -0.1, -1.0], [0.6, -0.6, -0.2], [0.0, 0.5, 0.6], [-1.6, 2.0, -2.4]]
}


No. 4
{
  "formula": "C23H47N4O2",
  "method": "wB97M-V/def2-TZVPD",
  "molar_mass_g_mol": 411.7,
  "total_energy_ev": -34662.5644,
  "total_charge": 1,
  "multiplicity": 1,
  "de_lowest_kj_mol": 0.0,
  "homo_lumo_gap_ev": 8.822,
  "species": ["C", "C", "C", "C", "C", "C", "C", "C", "C", "C", "C", "C", "C", "C", "N", "C", "N", "N", "N", "H", "H", "H", "H", "H", "H", "H", "H", "H", "H", "H", "H", "H", "H", "H", "H", "H", "H", "H", "H", "H", "H", "H", "H", "H", "H", "H", "H", "H", "H", "H", "C", "C", "C", "O", "C", "H", "H", "H", "H", "H", "H", "H", "H", "C", "C", "C", "O", "C", "H", "H", "H", "H", "H", "H", "H", "H"],
  "xyz": [[4.447, -0.433, 4.026], [5.803, 0.251, 3.827], [5.796, 1.329, 2.731], [6.108, 0.802, 1.316], [4.889, 0.381, 0.474], [5.128, -0.971, -0.228], [4.995, -2.153, 0.734], [3.553, -2.630, 1.046], [2.420, -1.989, 0.244], [1.077, -2.714, 0.521], [-0.001, -1.738, 1.025], [0.102, -1.558, 2.551], [-0.156, -0.127, 3.079], [0.536, 0.914, 2.280], [1.795, 1.323, 2.363], [1.927, 2.276, 1.442], [3.038, 2.977, 1.195], [0.771, 2.455, 0.782], [-0.119, 1.589, 1.336], [3.894, -0.507, 3.090], [3.820, 0.158, 4.695], [4.542, -1.440, 4.431], [6.549, -0.500, 3.563], [6.119, 0.699, 4.767], [6.560, 2.055, 3.010], [4.830, 1.845, 2.754], [6.817, -0.019, 1.416], [6.642, 1.600, 0.798], [3.993, 0.315, 1.093], [4.738, 1.133, -0.305], [6.166, -0.945, -0.569], [4.530, -1.079, -1.131], [5.470, -1.840, 1.666], [5.585, -2.994, 0.374], [3.371, -2.539, 2.119], [3.500, -3.697, 0.826], [2.660, -2.135, -0.809], [2.309, -0.926, 0.461], [1.276, -3.434, 1.317], [0.719, -3.269, -0.342], [-0.966, -2.181, 0.779], [0.102, -0.796, 0.490], [-0.662, -2.185, 3.008], [1.053, -1.925, 2.932], [0.238, -0.066, 4.092], [-1.221, 0.094, 3.080], [3.011, 3.924, 0.865], [3.927, 2.564, 1.425], [0.544, 3.100, 0.043], [-1.090, 1.506, 1.060], [-4.781, 1.860, -1.426], [-4.210, 0.554, -1.969], [-2.797, 0.572, -1.410], [-2.867, 1.283, -0.159], [-4.147, 1.935, -0.046], [-5.868, 1.877, -1.386], [-4.449, 2.699, -2.042], [-4.765, -0.293, -1.562], [-4.237, 0.483, -3.052], [-2.113, 1.111, -2.074], [-2.394, -0.426, -1.233], [-4.743, 1.395, 0.695], [-4.000, 2.957, 0.304], [-8.505, 0.439, -5.350], [-7.942, -0.874, -5.888], [-6.525, -0.853, -5.334], [-6.587, -0.141, -4.092], [-7.856, 0.512, -3.976], [-9.592, 0.465, -5.304], [-8.170, 1.272, -5.971], [-8.497, -1.717, -5.473], [-7.968, -0.952, -6.974], [-5.844, -0.321, -6.006], [-6.124, -1.851, -5.154], [-8.453, -0.020, -3.227], [-7.702, 1.536, -3.632]],
  "atomic_forces_ev_per_a": [[-0.1, 0.1, -0.1], [-0.3, -0.1, -0.2], [0.4, -0.3, 0.2], [-0.2, 0.5, 0.4], [0.4, -0.4, -0.4], [0.5, 0.2, 0.2], [-0.2, 0.2, 0.0], [0.3, 0.0, -0.2], [-0.2, -0.9, 0.0], [0.3, 0.6, 0.4], [0.1, -0.9, 0.1], [-0.4, 0.2, -0.1], [0.5, -0.3, 0.0], [-0.4, 0.1, -0.2], [0.2, -0.4, 0.1], [0.1, 0.3, 0.0], [-0.1, 0.0, -0.1], [0.0, 0.2, 0.0], [0.0, 0.0, 0.3], [0.1, -0.1, -0.1], [0.0, 0.0, 0.1], [0.0, 0.0, 0.1], [0.1, 0.0, 0.0], [0.0, -0.1, 0.1], [0.0, 0.2, -0.1], [0.1, 0.0, 0.2], [0.0, -0.1, -0.1], [0.1, -0.1, -0.2], [0.0, 0.1, 0.0], [-0.3, 0.1, 0.1], [0.0, 0.0, -0.2], [-0.2, 0.0, 0.1], [0.1, -0.1, 0.1], [0.0, 0.0, -0.1], [-0.2, 0.1, 0.0], [0.0, -0.1, 0.1], [0.0, 0.4, -0.1], [0.1, 0.1, -0.1], [-0.2, -0.3, -0.1], [0.1, 0.0, -0.1], [-0.2, 0.3, 0.0], [-0.1, 0.0, -0.1], [0.1, -0.1, 0.2], [0.2, 0.2, -0.1], [-0.2, 0.1, 0.1], [-0.1, 0.0, 0.1], [0.0, 0.0, -0.2], [0.0, 0.1, 0.2], [-0.2, -0.1, -0.1], [-0.5, 0.1, -0.5], [0.1, 0.1, -0.1], [0.0, -0.1, 0.1], [0.0, 0.0, -0.1], [0.4, 0.1, 0.2], [-0.2, 0.0, 0.1], [0.0, 0.0, 0.0], [0.0, 0.0, 0.0], [0.0, 0.0, 0.0], [0.0, 0.0, 0.0], [0.0, 0.0, 0.0], [0.0, 0.0, 0.1], [0.0, 0.0, 0.0], [0.1, 0.0, 0.0], [0.1, 0.1, -0.1], [-0.1, -0.1, 0.1], [0.0, 0.1, -0.1], [0.0, 0.0, 0.0], [-0.1, -0.1, 0.1], [0.0, 0.0, 0.0], [0.0, 0.0, 0.0], [0.0, 0.0, 0.0], [0.0, 0.0, 0.0], [0.0, 0.0, 0.0], [0.0, 0.0, 0.1], [0.0, 0.0, 0.0], [0.1, 0.0, 0.0]]
}